{"formula": "C15H28N5O3P2PtS2", "method": "ωB97M-V/def2-TZVPD", "symbols": ["Pt", "S", "S", "P", "P", "O", "O", "O", "N", "N", "N", "N", "N", "C", "C", "C", "C", "C", "C", "C", "C", "C", "C", "C", "C", "C", "C", "C", "H", "H", "H", "H", "H", "H", "H", "H", "H", "H", "H", "H", "H", "H", "H", "H", "H", "H", "H", "H", "H", "H", "H", "H", "H", "H", "H", "H"], "xyz": [[-1.834, 0.291, -1.004], [-5.415, -1.050, 0.681], [-3.815, -0.401, -1.949], [1.093, 1.279, 0.169], [0.619, -1.215, -1.144], [1.516, 0.066, -0.828], [-0.275, -1.681, -0.072], [-0.390, 1.509, 0.080], [1.693, 0.795, 1.598], [-0.353, -0.566, -2.428], [-3.239, 0.288, 0.392], [1.894, 2.580, -0.348], [1.670, -2.358, -1.592], [-4.605, -0.449, 2.111], [1.306, 3.505, -1.321], [-3.070, 0.745, 4.065], [-1.057, -1.681, -3.123], [0.322, 0.313, -3.411], [2.591, -0.356, 1.730], [0.925, 1.084, 2.814], [-4.218, 0.025, 4.410], [-4.176, -0.348, -0.270], [-5.001, -0.570, 3.440], [3.310, 2.798, -0.061], [-3.444, 0.243, 1.772], [1.403, -3.767, -1.287], [2.983, -2.091, -2.181], [-2.675, 0.862, 2.746], [3.915, 2.632, -0.955], [1.279, 4.512, -0.903], [2.026, -1.276, 1.903], [2.178, -4.151, -0.621], [1.904, 3.524, -2.235], [-1.851, -1.268, -3.738], [1.613, 1.343, 3.619], [3.462, 3.824, 0.275], [-5.896, -1.118, 3.705], [0.288, 3.208, -1.561], [-4.504, -0.059, 5.450], [3.254, -0.185, 2.578], [-0.350, -2.220, -3.758], [0.989, -0.273, -4.049], [0.336, 0.213, 3.109], [-1.806, 1.430, 2.453], [0.888, 1.087, -2.904], [-1.493, -2.354, -2.391], [3.205, -0.480, 0.841], [-0.439, 0.781, -4.031], [0.259, 1.927, 2.651], [3.097, -2.634, -3.119], [3.648, 2.130, 0.727], [0.442, -3.869, -0.792], [3.116, -1.030, -2.379], [1.403, -4.357, -2.205], [3.770, -2.415, -1.497], [-2.494, 1.230, 4.842]], "mulliken_charge": [0.84, -0.22, -0.40, 0.62, 0.75, -0.19, -0.94, -0.95, 0.43, 0.11, -0.09, 0.32, 0.40, 0.85, -1.08, -0.57, -1.30, -0.86, -1.03, -1.14, -0.50, 0.50, -0.52, -0.99, -0.52, -0.98, -1.02, -0.24, 0.30, 0.34, 0.32, 0.33, 0.35, 0.43, 0.38, 0.36, 0.40, 0.28, 0.39, 0.40, 0.35, 0.35, 0.37, 0.50, 0.18, 0.47, 0.28, 0.32, 0.40, 0.36, 0.28, 0.30, 0.22, 0.30, 0.34, 0.40], "de_lowest_kcal_mol": 23.6, "orbital_gap_ev": 8.14, "energy_ha": -2686.27156, "total_charge": 1, "homo_energy_ev": -10.65}


{"formula": "CH10N2O3", "method": "ωB97M-V/def2-TZVPD", "symbols": ["O", "O", "O", "N", "N", "C", "H", "H", "H", "H", "H", "H", "H", "H", "H", "H"], "xyz": [[-2.192, -0.371, 0.282], [-0.403, -2.290, -0.238], [-0.196, 2.234, -0.624], [0.410, 0.010, -0.815], [1.463, 1.108, 0.991], [0.848, -0.118, 0.500], [0.068, 2.854, -1.321], [0.823, 1.846, 0.749], [1.892, 1.015, 1.913], [-1.462, -1.001, 0.094], [1.629, -0.874, 0.586], [-0.331, -3.221, -0.496], [0.020, -0.486, 1.155], [-2.850, -0.688, -0.348], [0.622, -0.740, -1.478], [-0.340, 0.723, -0.949]], "mulliken_charge": [-0.64, -0.71, -0.79, -0.23, -0.46, -0.20, 0.26, 0.29, 0.22, 0.37, 0.38, 0.20, 0.30, 0.29, 0.22, 0.50], "de_lowest_kcal_mol": 185.8, "orbital_gap_ev": 5.39, "energy_ha": -379.05159, "total_charge": 0, "homo_energy_ev": -9.52}


{"formula": "C8H20NbO3", "method": "ωB97M-V/def2-TZVPD", "symbols": ["Nb", "O", "O", "O", "C", "C", "C", "C", "C", "C", "C", "C", "H", "H", "H", "H", "H", "H", "H", "H", "H", "H", "H", "H", "H", "H", "H", "H", "H", "H", "H", "H"], "xyz": [[-0.410, 0.277, -2.416], [3.403, 1.754, 1.926], [-0.388, -0.588, 3.077], [2.773, 0.100, 0.208], [0.723, -1.276, 2.349], [-0.892, 0.489, 2.163], [1.389, -0.922, -1.664], [-1.848, -0.820, -0.959], [2.541, 0.169, -1.244], [2.781, 1.486, 0.770], [-2.369, 0.021, 1.624], [-2.628, 0.259, 0.021], [-3.792, 0.094, -0.183], [-1.049, 1.440, 2.865], [-0.652, -1.001, -3.718], [3.522, -0.117, -1.814], [1.680, -0.597, 2.486], [-3.165, 0.704, 2.193], [2.297, 2.414, 0.211], [0.358, -1.361, 1.233], [1.843, -1.609, -2.523], [-1.328, -1.700, -0.387], [-2.659, -1.318, -1.678], [1.081, -1.667, -0.800], [-2.425, 1.386, -0.312], [-0.143, 1.534, -1.138], [-0.122, 0.765, 1.325], [-1.812, 1.176, -3.139], [0.902, -2.379, 2.724], [0.716, 1.114, -3.567], [2.232, 1.247, -1.633], [-2.559, -1.072, 2.001]], "mulliken_charge": [-0.67, -0.55, -0.46, -0.24, -0.11, 0.09, -0.84, -0.94, -0.19, 0.26, -0.64, -0.24, 0.29, 0.29, 0.03, 0.20, 0.13, 0.24, 0.28, -0.09, 0.32, 0.25, 0.33, 0.18, 0.23, 0.06, -0.10, 0.01, 0.25, 0.00, 0.32, 0.30], "orbital_gap_ev": 7.13, "energy_ha": -599.09309, "total_charge": -1, "homo_energy_ev": -4.81}